The following is a DFT calculation (ωB97M-V/def2-TZVPD) of 2 unconnected molecules or ions with the total composition C17H28O6Si.

XYZ file:
```
52
Properties=species:S:1:pos:R:3:mulliken_charge:R:1
C 1.037 4.181 -5.365 -0.867
C 1.034 2.618 -5.831 -0.219
O 1.527 1.725 -4.808 -0.320
C 0.629 0.614 -4.556 -0.134
C 1.550 -0.691 -4.340 -0.474
O 0.828 -1.818 -3.767 -0.357
C 0.865 -1.685 -2.295 -0.157
C -0.457 -2.419 -1.755 -0.517
O -0.671 -2.314 -0.334 -0.189
C -0.628 -0.940 0.134 -0.354
Si -1.396 -0.907 1.894 0.186
C -0.332 -0.025 3.221 -0.615
C 0.094 1.479 2.841 0.402
O -0.428 2.137 1.871 -0.640
C 1.206 2.144 3.797 0.400
C 2.223 3.229 3.336 -0.423
C 3.263 3.727 4.403 -0.309
C 3.326 3.183 5.868 -0.408
C 2.285 2.115 6.323 -0.427
C 1.251 1.624 5.268 -0.256
H 1.683 4.832 -6.069 0.231
H -0.021 4.630 -5.425 0.254
H 1.405 4.296 -4.287 0.267
H 1.770 2.570 -6.721 0.245
H -0.028 2.403 -6.190 0.274
H 0.092 0.839 -3.553 0.147
H -0.141 0.419 -5.376 0.247
H 1.894 -1.042 -5.388 0.278
H 2.454 -0.497 -3.647 0.271
H 0.911 -0.564 -2.085 0.331
H 1.810 -2.220 -1.915 0.103
H -1.384 -2.126 -2.387 0.248
H -0.306 -3.547 -1.972 0.230
H -1.222 -0.212 -0.525 0.248
H 0.470 -0.628 0.229 0.199
H -2.780 -0.395 1.939 -0.143
H -1.503 -2.322 2.326 -0.091
H -0.898 -0.007 4.216 0.307
H 0.638 -0.634 3.357 0.306
H 2.233 3.629 2.270 0.333
H 4.040 4.531 4.134 0.252
H 4.099 3.513 6.645 0.259
H 2.268 1.655 7.372 0.293
H 0.498 0.836 5.636 0.097
O -4.338 -3.243 2.403 -0.818
C -4.201 -3.976 1.290 0.182
C -4.596 -5.508 1.588 -0.429
O -4.440 -6.245 0.481 -0.872
H -3.189 -4.015 0.838 -0.104
H -4.818 -3.680 0.417 0.205
H -5.616 -5.467 2.023 0.144
H -3.994 -5.800 2.473 0.187
```

Summary:
orbital gap	1.6	eV
LUMO level	3.51	eV
HOMO energy	0.0714	hartree
charge	-2
electronic energy	-1405.02840	a.u.

---

The following is a DFT calculation (ωB97M-V/def2-TZVPD) of 8 unconnected molecules or ions with the total composition C41H96O12P.

XYZ file:
```
150
Properties=species:S:1:pos:R:3:mulliken_charge:R:1
C 0.054 -2.966 2.598 -0.109
C -1.045 -3.809 1.869 -0.524
C -2.174 -2.936 1.312 0.546
O -2.772 -2.229 2.075 -0.417
O -2.564 -2.942 -0.004 -0.462
C -1.392 -2.599 -0.777 0.266
C -1.710 -2.344 -2.270 -0.935
C -0.345 -2.313 -2.990 0.325
C 0.495 -3.638 -3.042 -0.400
O 1.649 -3.269 -3.753 -0.356
P 1.355 -1.945 -4.922 1.523
C 0.930 -0.831 -6.416 -0.995
C -0.223 0.202 -6.221 -0.906
C 0.008 1.225 -5.061 0.634
C -0.729 2.549 -5.427 -1.022
C -1.031 3.456 -4.173 -0.353
C -2.569 3.586 -3.961 -0.990
C -3.003 3.798 -2.480 -0.665
C -2.540 2.567 -1.625 0.219
C -3.469 2.328 -0.401 -0.268
O -3.343 1.012 0.130 -0.498
C -1.980 0.662 0.346 0.510
C 3.151 -2.273 -5.521 -0.996
C 4.035 -0.995 -5.518 -0.445
C 5.405 -1.095 -4.776 0.493
C 6.092 -2.480 -4.810 -1.778
C 5.273 -0.508 -3.317 -0.781
C 6.144 0.766 -3.157 -0.636
C 5.671 1.665 -1.986 -0.222
C 5.914 2.997 -2.087 0.343
C 7.008 3.593 -2.991 -1.393
C 5.112 4.026 -1.252 -0.946
O -0.309 -1.823 -4.305 -0.197
H -0.260 -2.694 3.621 -0.375
H 0.287 -2.027 2.078 -0.031
H 0.932 -3.629 2.686 0.358
H -1.502 -4.540 2.555 0.426
H -0.508 -4.378 1.091 0.376
H -0.701 -3.459 -0.745 0.217
H -0.850 -1.711 -0.409 0.020
H -2.331 -3.168 -2.678 0.390
H -2.282 -1.417 -2.441 -0.009
H 0.241 -1.537 -2.423 -0.127
H 0.922 -3.963 -2.062 0.208
H -0.112 -4.491 -3.412 0.103
H 1.721 -0.891 -4.012 -0.735
H 0.796 -3.027 -5.736 -0.661
H 0.609 -1.502 -7.239 0.292
H 1.791 -0.259 -6.824 0.320
H -1.227 -0.255 -6.176 0.261
H -0.244 0.823 -7.151 0.516
H 1.068 1.352 -4.798 0.162
H -0.523 0.806 -4.180 -0.305
H -0.079 3.132 -6.102 0.255
H -1.662 2.251 -5.940 0.402
H -0.569 4.446 -4.334 0.535
H -0.526 2.971 -3.317 0.133
H -2.884 4.497 -4.512 0.400
H -3.098 2.736 -4.417 0.403
H -4.110 3.798 -2.474 0.322
H -2.586 4.732 -2.069 0.295
H -1.511 2.798 -1.288 0.054
H -2.429 1.665 -2.256 -0.012
H -4.514 2.416 -0.749 0.188
H -3.267 3.113 0.356 0.238
H -1.559 0.222 -0.577 -0.341
H -1.360 1.537 0.629 -0.019
H -1.953 -0.067 1.170 -0.092
H 3.554 -3.136 -4.980 0.436
H 3.039 -2.600 -6.578 0.164
H 3.463 -0.176 -5.029 0.020
H 4.240 -0.630 -6.545 0.472
H 6.097 -0.398 -5.296 0.367
H 5.666 -3.135 -4.027 0.354
H 5.906 -2.999 -5.769 0.400
H 7.181 -2.427 -4.627 0.400
H 5.616 -1.264 -2.582 0.206
H 4.213 -0.320 -3.068 0.375
H 6.005 1.368 -4.071 0.342
H 7.209 0.511 -2.996 0.223
H 5.198 1.278 -1.077 0.578
H 8.012 3.522 -2.540 0.256
H 6.799 4.665 -3.172 0.354
H 7.057 3.120 -3.985 0.379
H 4.368 3.461 -0.658 0.057
H 4.655 4.726 -1.972 0.355
H 5.817 4.611 -0.635 0.297
C -6.526 4.152 0.512 -0.970
C -6.038 4.123 1.947 -0.151
O -5.426 5.363 2.302 -0.538
H -5.697 4.352 -0.168 0.198
H -6.985 3.200 0.237 0.307
H -7.260 4.950 0.367 0.425
H -5.292 3.340 2.081 0.176
H -6.868 3.930 2.635 0.304
H -6.086 6.053 2.194 0.299
C -2.314 -2.364 6.500 -0.711
C -2.181 -3.807 6.048 -0.140
O -3.402 -4.265 5.475 -0.553
H -3.116 -2.266 7.234 0.161
H -1.383 -2.005 6.945 0.351
H -2.570 -1.718 5.655 0.140
H -1.946 -4.452 6.895 0.348
H -1.383 -3.910 5.304 0.071
H -3.599 -3.698 4.721 0.306
C -6.177 -1.547 2.829 -0.860
C -6.154 -0.915 4.207 0.030
O -7.306 -1.290 4.964 -0.542
H -7.074 -1.246 2.285 0.319
H -5.299 -1.255 2.251 0.129
H -6.198 -2.637 2.906 0.332
H -6.153 0.172 4.130 0.273
H -5.257 -1.223 4.756 0.044
H -7.299 -2.248 5.040 0.287
C -6.281 -3.644 8.110 -0.610
C -6.215 -2.658 9.260 -0.342
O -6.039 -1.330 8.777 -0.512
H -5.370 -3.594 7.511 0.046
H -6.406 -4.666 8.474 0.343
H -7.116 -3.405 7.446 0.196
H -5.371 -2.884 9.911 0.290
H -7.132 -2.700 9.859 0.311
H -6.787 -1.122 8.208 0.300
C 1.712 4.616 2.261 -1.053
C 1.365 3.945 0.945 0.054
O 2.207 2.823 0.713 -0.280
H 2.755 4.939 2.260 0.261
H 1.074 5.485 2.439 0.378
H 1.592 3.918 3.093 0.229
H 1.506 4.637 0.115 0.375
H 0.321 3.613 0.945 -0.106
H 2.077 2.205 1.442 0.108
C 7.845 -1.371 1.632 -1.212
C 6.718 -0.577 0.997 0.071
O 6.001 -1.380 0.066 -0.422
H 8.530 -1.740 0.866 0.308
H 8.406 -0.759 2.341 0.343
H 7.453 -2.245 2.159 0.335
H 7.113 0.281 0.453 0.270
H 6.022 -0.211 1.759 0.099
H 5.641 -2.133 0.542 0.237
C 1.145 -0.620 4.492 -0.919
C 2.170 -0.412 3.393 -0.089
O 2.677 0.923 3.415 -0.498
H 0.317 0.081 4.379 0.260
H 0.749 -1.637 4.471 0.281
H 1.589 -0.438 5.475 0.471
H 1.718 -0.574 2.415 0.200
H 3.006 -1.110 3.507 0.229
H 3.086 1.067 4.272 0.246
```

Summary:
orbital gap	6.0	eV
LUMO level	1.86	eV
HOMO energy	-0.1521	hartree
charge	-1
electronic energy	-2863.82668	a.u.

---

The following is a DFT calculation (ωB97M-V/def2-TZVPD) of a single C6HFN4OS molecule.

XYZ file:
```
14
Properties=species:S:1:pos:R:3:mulliken_charge:R:1
N -2.703 2.963 -0.610 -0.438
C -2.406 1.866 -0.306 0.067
C -2.287 0.524 -0.034 0.430
C -3.114 -0.260 0.814 0.055
N -3.889 -0.886 1.385 -0.386
S -0.776 -0.195 -0.291 0.973
O 0.305 0.544 0.690 -0.462
F -0.124 0.276 -1.725 -0.198
C -0.592 -1.875 -0.121 0.343
C 0.715 -2.387 -0.133 0.080
N 1.821 -2.790 -0.063 -0.435
C -1.617 -2.678 -0.586 -0.066
N -2.540 -3.298 -0.904 -0.387
H 0.364 0.229 1.653 0.424
```

Summary:
orbital gap	8.2	eV
LUMO level	-2.14	eV
HOMO energy	-0.3783	hartree
relative energy (zero: lowest compared OMol25 entry of this formula, charge and spin)	46.7	kcal per mole
structure (SMILES)	N#CC(C#N)=S(O)(F)=C(C#N)C#N
electronic energy	-1021.32205	a.u.

---

The following is a DFT calculation (ωB97M-V/def2-TZVPD) of 10 unconnected molecules or ions with the total composition C42H77BClFO22S9.

XYZ file:
```
153
Properties=species:S:1:pos:R:3:mulliken_charge:R:1
C 0.865 -1.593 3.032 -0.290
C 2.015 -1.875 3.831 -0.221
C 3.147 -2.338 4.943 0.866
Cl 4.594 -3.308 4.211 -0.190
O 3.848 -1.049 5.262 -0.273
C 3.434 -0.833 6.658 0.559
O 3.072 0.359 7.138 -0.542
O 3.464 -2.177 7.307 -0.347
C 2.624 -2.999 6.373 0.525
F 2.941 -4.475 6.336 -0.307
B 1.056 -2.730 6.840 0.455
C -0.228 -3.318 5.938 -0.856
O 0.803 -1.980 8.118 -0.558
H 0.168 -1.633 2.064 0.031
H -0.893 -2.467 5.487 0.284
H 0.204 -3.938 5.016 0.208
H -0.915 -4.050 6.539 0.300
H -0.167 -1.724 8.186 0.317
O -1.122 -2.975 1.463 -0.583
S -2.384 -2.348 1.132 1.109
O -3.178 -1.637 2.114 -0.732
C -2.136 -1.290 -0.280 -0.932
C -2.370 -2.200 -1.477 -0.066
C -3.600 -3.037 -1.126 -0.659
C -3.415 -3.548 0.301 -0.404
H -1.132 -0.863 -0.255 0.483
H -2.886 -0.494 -0.238 0.456
H -2.519 -1.625 -2.396 0.541
H -1.505 -2.857 -1.624 -0.191
H -4.497 -2.408 -1.180 0.191
H -3.738 -3.866 -1.828 0.402
H -4.370 -3.632 0.826 0.079
H -2.895 -4.510 0.318 0.377
O -2.599 -4.416 -5.369 -0.721
S -1.495 -3.609 -4.895 1.308
O -1.693 -2.332 -4.238 -0.692
C -0.451 -4.625 -3.870 -0.623
C 0.535 -5.253 -4.844 -0.886
C 0.948 -4.131 -5.796 0.577
C -0.325 -3.407 -6.231 -0.882
H -1.054 -5.361 -3.336 0.629
H 0.061 -3.970 -3.160 0.274
H 1.397 -5.682 -4.324 0.185
H 0.046 -6.056 -5.409 0.477
H 1.610 -3.432 -5.271 0.351
H 1.498 -4.516 -6.661 -0.817
H -0.145 -2.342 -6.398 0.386
H -0.755 -3.857 -7.129 0.393
O 0.893 1.813 3.523 -0.678
S 0.154 2.528 4.543 1.233
O -1.224 2.215 4.865 -0.728
C 1.111 2.517 6.046 0.028
C 1.993 3.752 5.938 -0.699
C 1.090 4.861 5.400 -0.378
C 0.300 4.280 4.228 -0.252
H 1.680 1.589 6.120 -0.272
H 0.416 2.602 6.886 0.372
H 2.432 4.019 6.904 0.399
H 2.813 3.568 5.233 0.298
H 0.398 5.182 6.188 0.003
H 1.666 5.739 5.092 0.360
H -0.697 4.721 4.157 0.006
H 0.833 4.411 3.282 0.437
O -8.947 -3.383 0.406 -0.696
S -7.668 -3.445 1.082 1.051
O -6.447 -3.822 0.399 -0.620
C -7.400 -1.897 1.924 -0.471
C -8.037 -2.098 3.291 -0.628
C -7.628 -3.501 3.737 -0.611
C -7.850 -4.442 2.553 -0.640
H -7.848 -1.080 1.357 0.417
H -6.320 -1.747 2.012 0.189
H -7.711 -1.335 4.003 0.349
H -9.129 -2.041 3.209 0.307
H -6.567 -3.501 4.014 0.283
H -8.195 -3.829 4.614 0.319
H -7.114 -5.250 2.538 0.344
H -8.861 -4.858 2.558 0.360
O -4.403 6.586 3.971 -0.751
S -3.124 6.524 4.647 1.278
O -1.903 6.147 3.964 -0.752
C -2.856 8.072 5.490 -0.318
C -3.494 7.871 6.856 -0.760
C -3.084 6.468 7.302 -0.612
C -3.306 5.528 6.119 -0.375
H -3.305 8.889 4.922 0.464
H -1.776 8.222 5.577 0.088
H -3.167 8.635 7.568 0.312
H -4.586 7.929 6.774 0.336
H -2.023 6.468 7.579 0.217
H -3.652 6.140 8.179 0.372
H -2.571 4.720 6.103 0.102
H -4.317 5.111 6.123 0.370
O 1.936 -5.171 -9.364 -0.696
S 3.040 -4.363 -8.890 1.144
O 2.842 -3.087 -8.233 -0.504
C 4.084 -5.380 -7.865 -0.653
C 5.070 -6.008 -8.839 -0.711
C 5.483 -4.886 -9.791 -0.631
C 4.210 -4.162 -10.226 -0.412
H 3.481 -6.116 -7.331 0.429
H 4.596 -4.725 -7.155 0.391
H 5.932 -6.436 -8.319 0.372
H 4.581 -6.811 -9.404 0.300
H 6.144 -4.187 -9.266 0.251
H 6.033 -5.271 -10.656 0.381
H 4.390 -3.097 -10.393 0.110
H 3.780 -4.612 -11.124 0.397
O 5.386 -1.287 -9.500 -0.655
S 4.947 -0.147 -8.723 1.142
O 5.239 -0.013 -7.310 -0.712
C 5.466 1.339 -9.559 -0.737
C 4.322 1.653 -10.511 -0.560
C 3.041 1.415 -9.712 -0.695
C 3.195 0.080 -8.986 -0.380
H 6.415 1.168 -10.070 0.385
H 5.579 2.124 -8.806 0.338
H 4.382 2.679 -10.887 0.357
H 4.352 0.975 -11.372 0.285
H 2.914 2.221 -8.979 0.300
H 2.156 1.415 -10.356 0.333
H 2.681 0.085 -8.022 0.359
H 2.833 -0.752 -9.597 0.189
O 2.416 -4.889 -2.854 -0.531
S 3.496 -5.252 -1.961 1.005
O 4.887 -5.203 -2.366 -0.725
C 3.308 -4.336 -0.444 -0.825
C 2.413 -5.214 0.417 -0.246
C 2.930 -6.640 0.231 -0.703
C 3.143 -6.860 -1.265 -0.641
H 2.876 -3.355 -0.651 0.433
H 4.299 -4.224 0.005 0.343
H 2.437 -4.907 1.466 0.272
H 1.375 -5.149 0.068 0.145
H 3.884 -6.754 0.760 0.295
H 2.236 -7.379 0.644 0.358
H 3.983 -7.531 -1.458 0.392
H 2.240 -7.246 -1.746 0.330
O 0.043 11.643 6.262 -0.685
S -0.960 11.291 5.279 1.027
O -2.104 10.462 5.602 -0.602
C -1.537 12.787 4.501 -0.710
C -0.586 12.992 3.331 -0.574
C -0.395 11.612 2.704 -0.713
C -0.138 10.624 3.840 -0.433
H -1.523 13.610 5.216 0.378
H -2.559 12.609 4.151 0.350
H -0.983 13.714 2.612 0.345
H 0.378 13.370 3.693 0.296
H -1.308 11.327 2.167 0.303
H 0.427 11.606 1.982 0.330
H -0.546 9.636 3.614 0.237
H 0.929 10.543 4.067 0.396
```

Summary:
orbital gap	8.9	eV
LUMO level	-0.62	eV
HOMO energy	-0.3505	hartree
structure (SMILES)	C#C[C@@]1(Cl)OC(=O)O[C@@]1(F)B(C)O.O=S1(=O)CCCC1.O=S1(=O)CCCC1.O=S1(=O)CCCC1.O=S1(=O)CCCC1.O=S1(=O)CCCC1.O=S1(=O)CCCC1.O=S1(=O)CCCC1.O=S1(=O)CCCC1.O=S1(=O)CCCC1
electronic energy	-7470.08554	a.u.

---

The following is a DFT calculation (ωB97M-V/def2-TZVPD) of a molecular structure, C8H20F18KO4P3.

XYZ file:
```
54
Properties=species:S:1:pos:R:3:mulliken_charge:R:1
K 5.872 -14.228 -0.483 0.913
P 3.086 -16.504 1.024 1.350
F 4.685 -16.742 0.824 -0.401
F 3.346 -15.976 2.539 -0.356
F 3.332 -14.945 0.580 -0.434
F 1.477 -16.359 1.222 -0.387
F 2.796 -16.886 -0.516 -0.402
F 2.958 -18.050 1.526 -0.385
P 8.438 -17.384 -1.508 1.377
F 8.119 -18.041 -0.052 -0.358
F 7.667 -18.563 -2.286 -0.376
F 7.032 -16.579 -1.438 -0.462
F 8.840 -16.623 -2.890 -0.405
F 9.214 -16.156 -0.733 -0.383
F 9.825 -18.234 -1.568 -0.409
P 3.996 -11.413 2.158 1.360
F 4.915 -12.049 0.943 -0.490
F 4.437 -9.947 1.630 -0.401
F 2.719 -11.421 1.178 -0.369
F 3.089 -10.776 3.329 -0.371
F 3.633 -12.878 2.697 -0.307
F 5.332 -11.420 3.117 -0.394
C 4.058 -8.418 -3.370 -0.836
O 3.762 -9.803 -3.311 -0.341
C 3.741 -10.281 -1.971 -0.676
C 3.833 -11.791 -1.995 -0.110
O 5.103 -12.356 -2.284 -0.123
C 5.733 -11.923 -3.470 -0.991
H 4.198 -8.186 -4.428 0.284
H 5.091 -8.299 -3.017 0.348
H 3.343 -7.770 -2.869 0.290
H 2.983 -9.875 -1.295 0.568
H 4.660 -9.922 -1.478 0.301
H 3.064 -12.233 -2.638 0.344
H 3.571 -12.144 -0.997 -0.053
H 6.279 -11.007 -3.234 0.329
H 5.022 -11.818 -4.294 0.301
H 6.443 -12.631 -3.908 0.347
C 8.736 -12.182 -1.457 -0.761
O 8.333 -12.949 -0.343 0.076
C 9.264 -13.065 0.723 -0.669
C 8.524 -13.365 2.025 -0.431
O 7.835 -14.550 1.758 -0.044
C 7.241 -15.169 2.910 -0.837
H 8.587 -11.122 -1.219 0.300
H 8.085 -12.434 -2.287 0.021
H 9.784 -12.387 -1.689 0.377
H 9.899 -12.177 0.821 0.421
H 9.873 -13.935 0.461 0.240
H 7.840 -12.563 2.333 0.209
H 9.276 -13.399 2.826 0.375
H 6.317 -14.606 3.076 0.282
H 7.923 -15.146 3.763 0.326
H 6.994 -16.192 2.633 0.223
```

Summary:
orbital gap	9.0	eV
LUMO level	3.79	eV
HOMO energy	-0.1905	hartree
relative energy (zero: lowest compared OMol25 entry of this formula, charge and spin)	0.0	kcal per mole
charge	-2
electronic energy	-4040.17686	a.u.

---

The following is a DFT calculation (ωB97M-V/def2-TZVPD) of a single C5H10N2O molecule.

XYZ file:
```
18
Properties=species:S:1:pos:R:3:mulliken_charge:R:1
C -1.435 2.356 0.013 -0.928
C -0.493 1.422 0.172 0.164
N -0.707 0.089 0.053 0.009
N -2.359 -0.327 -0.003 0.238
O -2.501 -1.486 -0.135 -0.330
C 0.300 -0.920 0.013 0.290
C 1.253 -0.807 1.207 -1.464
C 1.067 -0.839 -1.313 -1.302
H -1.211 3.396 0.149 0.263
H -2.443 2.078 -0.229 0.333
H 0.529 1.703 0.408 0.215
H -0.234 -1.881 0.067 0.327
H 0.690 -0.707 2.133 0.389
H 1.879 -1.692 1.270 0.413
H 1.903 0.060 1.100 0.331
H 1.850 -1.591 -1.341 0.387
H 1.521 0.144 -1.415 0.317
H 0.392 -0.998 -2.150 0.347
```

Summary:
orbital gap (alpha / beta)	7.6 / 7.6	eV
LUMO level (alpha / beta)	-0.29 / -0.29	eV
HOMO energy (alpha / beta)	-0.2903 / -0.2903	hartree
relative energy (zero: lowest compared OMol25 entry of this formula, charge and spin)	93.5	kcal per mole
structure (SMILES)	C=CN(N=O)C(C)C
electronic energy	-381.13637	a.u.